{"formula": "C37H10Cl7F4N8O2SY", "method": "wB97M-V/def2-TZVPD", "max_force_ha_per_bohr": 0.013, "total_energy_ev": -164956.2728, "e_lumo_ev": [0.59, -0.45], "e_homo_ev": [-5.021, -5.019], "spin_multiplicity": 2, "charge": -1, "de_lowest_kcal_mol": 12.5, "species": ["Y", "Cl", "C", "C", "C", "N", "C", "O", "C", "C", "C", "C", "C", "N", "C", "C", "C", "Cl", "N", "C", "O", "C", "C", "C", "C", "C", "N", "H", "H", "H", "H", "H", "H", "H", "H", "H", "H", "Cl", "C", "C", "C", "Cl", "C", "Cl", "C", "Cl", "C", "Cl", "F", "C", "C", "F", "C", "C", "C", "F", "C", "C", "C", "N", "C", "N", "F", "C", "C", "N", "C", "N", "S", "C"], "xyz": [[0.76988, -0.60332, -0.68940], [3.36586, -7.06347, -0.45230], [3.30828, -5.32923, -0.47285], [2.24292, -4.71044, -1.11402], [2.16181, -3.32595, -1.15251], [1.13961, -2.57937, -1.76401], [0.34129, -3.08392, -2.71013], [0.21809, -4.23573, -3.11171], [-0.46011, -1.99846, -3.41727], [-1.23580, -2.35306, -4.50976], [-1.87621, -1.36244, -5.23041], [-1.71300, -0.04124, -4.84316], [-0.94525, 0.22578, -3.72592], [-0.33783, -0.72519, -3.01010], [3.17158, -2.55063, -0.52995], [4.22779, -3.18509, 0.10654], [4.29445, -4.57206, 0.13296], [5.63595, -5.31910, 0.94129], [2.97376, -1.15565, -0.58178], [3.94639, -0.27517, -0.32903], [5.12660, -0.45292, -0.04589], [3.46721, 1.17466, -0.45801], [4.39656, 2.20833, -0.18826], [3.96630, 3.54250, -0.26747], [2.68955, 3.83152, -0.62758], [1.73405, 2.74430, -0.97774], [2.22615, 1.38704, -0.78296], [1.48039, -5.30725, -1.58683], [-1.29482, -3.40138, -4.76377], [-2.48473, -1.61247, -6.08985], [-2.17621, 0.77140, -5.38462], [-0.80278, 1.24445, -3.39010], [5.00308, -2.60329, 0.57714], [5.39877, 1.92147, 0.08953], [4.65264, 4.34754, -0.04050], [2.35681, 4.85368, -0.73061], [1.52779, 2.84007, -2.06037], [1.97795, -0.66958, 2.67648], [0.59149, -1.72872, 2.51716], [-0.03656, -1.76242, 1.28790], [-1.18127, -2.52666, 1.22215], [-2.06097, -2.48934, -0.30046], [-1.67850, -3.27874, 2.27891], [-3.10886, -4.21934, 2.11432], [-0.98507, -3.24769, 3.48892], [-1.54830, -4.17418, 4.82410], [0.15746, -2.45591, 3.61963], [0.99872, -2.38946, 5.12058], [-2.09370, 5.51191, 0.67992], [-2.39702, 4.34015, 1.26228], [-3.65779, 4.15791, 1.76141], [-4.51273, 5.18492, 1.65684], [-4.09053, 2.94518, 2.36237], [-3.06893, 1.96179, 2.42661], [-1.81634, 2.15907, 1.91367], [-0.92439, 1.15165, 2.00973], [-1.42439, 3.33992, 1.28230], [-0.09275, 3.52129, 0.69042], [0.35654, 2.77504, -0.33421], [-0.46868, 1.79083, -0.93003], [0.71375, 4.56829, 1.26196], [1.31339, 5.40696, 1.77027], [-3.32342, 0.76947, 2.98174], [-5.40326, 2.73730, 2.83333], [-5.82884, 1.52742, 3.44799], [-6.24382, 0.56817, 3.93697], [-6.43702, 3.70557, 2.70812], [-7.32004, 4.44166, 2.60551], [-3.20809, 1.44037, -1.06379], [-1.69481, 1.69127, -0.92170]], "forces_ev_per_angstrom": [[-0.002, -0.080, -0.652], [-0.002, 0.004, -0.001], [-0.001, -0.009, -0.008], [-0.029, -0.017, -0.006], [0.052, 0.033, 0.023], [0.015, 0.002, 0.053], [-0.012, -0.003, 0.008], [0.043, 0.003, -0.026], [-0.023, 0.001, -0.013], [-0.002, -0.005, -0.002], [0.001, 0.001, -0.002], [-0.004, 0.004, 0.006], [-0.005, 0.012, 0.019], [0.006, -0.034, 0.181], [0.003, 0.001, 0.012], [0.006, 0.001, 0.002], [0.003, 0.007, 0.005], [-0.001, -0.001, 0.000], [0.022, 0.060, 0.133], [0.034, -0.095, -0.009], [0.000, 0.034, 0.000], [0.034, 0.008, 0.102], [-0.035, 0.032, -0.062], [-0.010, -0.002, 0.008], [0.006, -0.007, 0.026], [-0.034, -0.010, 0.019], [-0.063, -0.202, 0.021], [-0.002, 0.002, -0.002], [0.002, -0.002, 0.002], [-0.001, -0.002, 0.001], [0.000, 0.002, 0.003], [-0.012, 0.007, 0.015], [-0.002, 0.000, -0.001], [0.001, -0.004, 0.001], [0.004, -0.003, -0.003], [-0.010, 0.008, -0.004], [-0.028, 0.006, 0.005], [0.019, -0.011, 0.002], [0.012, -0.009, 0.030], [-0.057, 0.314, 0.006], [-0.006, -0.019, -0.021], [0.010, 0.049, -0.035], [-0.005, -0.009, 0.004], [0.002, 0.001, -0.002], [0.007, 0.003, -0.008], [0.000, 0.005, -0.002], [0.013, -0.011, -0.003], [-0.006, 0.004, -0.007], [0.010, 0.019, -0.005], [0.037, -0.043, -0.063], [-0.021, -0.019, -0.019], [0.001, 0.009, -0.005], [0.016, -0.019, -0.010], [0.000, 0.054, -0.014], [0.127, -0.040, 0.168], [-0.006, 0.012, -0.127], [-0.152, -0.017, 0.033], [0.107, 0.137, -0.081], [-0.030, 0.062, -0.001], [0.192, -0.201, 0.297], [0.040, -0.130, 0.050], [-0.009, 0.045, -0.020], [-0.013, -0.005, 0.001], [-0.028, 0.013, 0.078], [0.005, -0.034, -0.063], [-0.001, 0.014, 0.038], [0.014, -0.001, -0.093], [-0.009, 0.006, 0.050], [0.030, -0.108, -0.015], [-0.254, 0.176, -0.018]], "mulliken_charge": [0.317, -0.236, 0.145, -0.717, -0.091, 0.389, 0.284, -0.771, 0.393, -0.871, -0.249, -1.169, -0.190, 0.333, -0.064, -0.672, 0.092, -0.235, 0.276, 0.044, -0.770, 0.606, -0.856, -0.489, -1.337, 0.689, 0.423, 0.600, 0.507, 0.432, 0.423, 0.611, 0.580, 0.513, 0.452, 0.694, 0.238, -0.199, 1.084, -0.722, 0.442, -0.206, -0.491, -0.204, 0.724, -0.207, -0.423, -0.203, -0.351, 0.422, -0.163, -0.350, 0.536, 0.517, 0.236, -0.092, -0.128, 0.830, -0.329, -0.053, -0.708, -0.598, -0.337, 0.507, 0.068, -0.695, 0.091, -0.703, -0.235, 0.617]}